[1]
{"formula": "C32H22AsMoN2O8", "method": "ωB97M-V/def2-TZVPD", "charge": 3, "spin_multiplicity": 1, "orbital_gap_ev": 4.9, "species": ["Mo", "O", "C", "O", "C", "C", "C", "C", "C", "N", "C", "O", "O", "H", "H", "H", "O", "C", "C", "C", "C", "C", "C", "C", "O", "N", "O", "O", "H", "H", "H", "H", "C", "C", "C", "C", "C", "C", "As", "C", "C", "C", "C", "C", "C", "C", "C", "C", "C", "C", "C", "H", "H", "H", "H", "H", "H", "H", "H", "H", "H", "H", "H", "H", "H", "H"], "coordinates": [[-0.219, -1.260, -0.916], [1.491, -3.422, 1.897], [1.253, -3.045, 0.799], [0.123, -2.404, 0.418], [2.178, -3.012, -0.401], [3.382, -3.655, -0.648], [4.061, -3.347, -1.830], [3.557, -2.386, -2.709], [2.345, -1.786, -2.380], [1.679, -2.116, -1.269], [1.593, -0.680, -3.096], [1.947, -0.063, -4.043], [0.443, -0.465, -2.410], [3.766, -4.389, 0.049], [4.990, -3.853, -2.057], [4.074, -2.126, -3.624], [-1.912, -2.628, -1.060], [-3.100, -2.426, -1.383], [-3.672, -1.148, -1.653], [-4.987, -1.009, -2.138], [-5.431, 0.238, -2.516], [-4.632, 1.380, -2.416], [-3.338, 1.273, -1.939], [-2.843, 0.019, -1.573], [-1.595, -0.169, -1.186], [-6.790, 0.363, -3.138], [-7.127, 1.475, -3.412], [-7.360, -0.671, -3.315], [-3.755, -3.302, -1.503], [-5.645, -1.865, -2.245], [-5.039, 2.334, -2.732], [-2.697, 2.141, -1.861], [0.825, 4.945, -0.721], [-0.006, 4.589, 0.334], [-0.115, 3.263, 0.717], [0.632, 2.289, 0.045], [1.438, 2.642, -1.042], [1.537, 3.971, -1.414], [0.612, 0.462, 0.724], [-0.622, 0.349, 2.215], [-0.417, 1.133, 3.356], [-1.292, 1.027, 4.426], [-2.356, 0.137, 4.370], [-2.557, -0.645, 3.241], [-1.699, -0.537, 2.160], [2.401, 0.018, 1.397], [3.529, 0.218, 0.596], [4.787, -0.033, 1.120], [4.921, -0.490, 2.426], [3.799, -0.695, 3.216], [2.532, -0.457, 2.704], [0.914, 5.983, -1.008], [-0.566, 5.343, 0.866], [-0.765, 2.973, 1.539], [1.977, 1.882, -1.605], [2.170, 4.253, -2.242], [0.439, 1.809, 3.390], [-1.138, 1.633, 5.305], [-3.027, 0.048, 5.209], [-3.380, -1.343, 3.211], [-1.864, -1.166, 1.273], [3.429, 0.594, -0.420], [5.664, 0.143, 0.514], [5.904, -0.679, 2.830], [3.901, -1.031, 4.237], [1.653, -0.622, 3.320]], "lowdin_charge": [1.894, 0.259, -0.428, -0.254, -0.110, 0.101, 0.068, 0.100, -0.118, -0.009, -0.430, 0.264, -0.190, 0.156, 0.148, 0.156, -0.063, -0.050, -0.082, 0.115, -0.062, 0.095, 0.076, -0.227, -0.273, -0.354, 0.153, 0.147, 0.180, 0.154, 0.151, 0.141, -0.013, -0.031, -0.084, -0.338, -0.103, -0.032, 1.407, -0.368, -0.104, -0.022, -0.015, -0.036, -0.114, -0.337, -0.105, -0.039, -0.014, -0.022, -0.086, 0.131, 0.128, 0.100, 0.088, 0.127, 0.127, 0.130, 0.131, 0.124, 0.069, 0.096, 0.125, 0.131, 0.131, 0.112]}

[2]
{"formula": "C5H7NO", "method": "ωB97M-V/def2-TZVPD", "charge": 0, "spin_multiplicity": 1, "orbital_gap_ev": 8.6, "species": ["C", "C", "C", "C", "O", "C", "N", "H", "H", "H", "H", "H", "H", "H"], "coordinates": [[0.943, 1.446, -0.831], [0.034, 0.846, 0.232], [-1.569, -1.199, 0.914], [0.651, -0.460, 0.708], [-0.306, -1.522, 0.964], [-2.168, -2.192, 0.024], [-2.541, -2.570, -1.012], [1.966, 1.567, -0.462], [0.576, 2.416, -1.169], [0.975, 0.772, -1.693], [-0.138, 1.518, 1.076], [-0.953, 0.650, -0.199], [1.204, -0.931, -0.110], [1.325, -0.340, 1.558]], "lowdin_charge": [-0.106, -0.253, -0.029, -0.160, -0.101, -0.212, 0.157, 0.078, 0.076, 0.081, 0.117, 0.092, 0.130, 0.131]}

[3]
{"formula": "C23H22ClMnN3O7Si", "method": "ωB97M-V/def2-TZVPD", "charge": -2, "spin_multiplicity": 2, "orbital_gap_ev": [6.2, 5.8], "species": ["Mn", "O", "C", "C", "C", "N", "C", "C", "C", "O", "O", "C", "O", "O", "H", "H", "H", "C", "C", "C", "C", "C", "C", "N", "N", "Si", "C", "C", "C", "H", "H", "H", "H", "H", "H", "H", "H", "H", "H", "H", "H", "H", "H", "H", "Cl", "C", "C", "C", "C", "C", "C", "C", "O", "O", "H", "H", "H", "H"], "coordinates": [[-0.281, -0.359, 0.623], [-5.609, -2.931, 1.743], [-4.428, -2.268, 1.522], [-3.478, -2.127, 2.529], [-2.313, -1.451, 2.227], [-2.116, -0.945, 1.018], [-3.004, -1.085, 0.045], [-4.201, -1.742, 0.257], [-2.545, -0.482, -1.274], [-3.367, -0.419, -2.194], [-1.360, -0.030, -1.233], [-1.150, -1.244, 3.194], [-1.310, -1.614, 4.361], [-0.133, -0.684, 2.671], [-5.582, -3.283, 2.639], [-3.607, -2.534, 3.526], [-4.912, -1.849, -0.550], [3.252, -1.628, 0.745], [3.010, -0.149, 0.675], [4.060, 0.761, 0.756], [3.755, 2.124, 0.754], [2.448, 2.549, 0.709], [1.416, 1.571, 0.652], [1.747, 0.255, 0.577], [0.100, 1.733, 0.672], [-0.802, 3.166, 0.623], [-0.616, 4.199, 2.184], [-2.601, 2.726, 0.454], [-0.316, 4.285, -0.815], [4.225, -1.889, 0.325], [2.464, -2.164, 0.228], [3.223, -1.949, 1.790], [5.081, 0.406, 0.814], [4.555, 2.856, 0.804], [2.194, 3.601, 0.735], [-0.949, 3.619, 3.049], [-1.210, 5.117, 2.131], [0.429, 4.476, 2.353], [-2.921, 2.112, 1.301], [-2.755, 2.144, -0.458], [-3.229, 3.622, 0.415], [0.514, 4.950, -0.557], [-1.162, 4.906, -1.127], [-0.011, 3.676, -1.670], [3.630, -1.064, -5.592], [2.672, -1.654, -4.236], [2.665, -3.010, -3.959], [1.906, -3.466, -2.890], [1.175, -2.585, -2.097], [1.199, -1.230, -2.404], [1.944, -0.757, -3.479], [0.408, -3.141, -0.895], [0.188, -4.360, -0.899], [0.037, -2.308, -0.023], [3.242, -3.692, -4.571], [1.860, -4.518, -2.642], [0.612, -0.539, -1.815], [1.956, 0.298, -3.719]], "lowdin_charge": [0.675, 0.035, -0.289, 0.056, -0.146, 0.070, -0.143, 0.072, -0.609, -0.006, -0.087, -0.595, -0.008, -0.060, 0.092, 0.118, 0.124, -0.013, -0.315, -0.083, -0.116, -0.041, -0.417, 0.084, -0.068, 0.362, -0.188, -0.167, -0.182, 0.073, 0.053, 0.089, 0.085, 0.088, 0.079, 0.024, 0.015, 0.011, 0.030, 0.024, 0.021, 0.009, 0.014, 0.028, 0.574, -0.673, -0.128, -0.029, -0.120, -0.004, -0.094, -0.623, -0.014, -0.065, 0.088, 0.108, 0.081, 0.102]}

[4]
{"formula": "BrCrH2O", "method": "ωB97M-V/def2-TZVPD", "charge": 1, "spin_multiplicity": 5, "orbital_gap_ev": [5.5, 6.9], "species": ["Cr", "Br", "O", "H", "H"], "coordinates": [[3.165, -1.576, 1.216], [0.842, -0.678, 1.142], [-1.189, 1.113, -0.785], [-0.725, 0.293, -0.954], [-2.093, 0.847, -0.619]], "lowdin_charge": [0.930, 0.145, -0.078, -0.037, 0.040]}

Q: Number 3 is which compound?
A: C23H22ClMnN3O7Si

Q: What is the charge in the second record?
A: 0

Q: Look up the charge of the second one.
A: 0